1.
{
  "formula": "C25H19F6NO2S",
  "method": "ωB97M-V with the def2-TZVPD basis set",
  "elements": ["F", "C", "F", "F", "S", "C", "C", "C", "C", "C", "C", "F", "F", "F", "C", "C", "O", "O", "H", "H", "H", "H", "H", "C", "N", "C", "C", "C", "C", "C", "C", "C", "C", "C", "C", "C", "C", "C", "C", "C", "H", "H", "H", "H", "H", "H", "H", "H", "H", "H", "H", "H", "H", "H"],
  "xyz": [[3.348, 1.358, 3.592], [2.322, 0.482, 3.562], [2.550, -0.413, 2.557], [2.293, -0.196, 4.723], [0.716, 1.408, 3.262], [-0.431, 0.122, 3.013], [-1.787, 0.393, 3.319], [-2.333, 1.698, 3.503], [-3.697, 1.888, 3.630], [-4.550, 0.783, 3.645], [-6.045, 0.983, 3.673], [-6.704, -0.062, 3.081], [-6.526, 1.073, 4.959], [-6.435, 2.120, 3.018], [-4.037, -0.514, 3.628], [-2.676, -0.703, 3.505], [0.469, 2.019, 4.552], [0.919, 2.197, 2.066], [-0.046, -0.878, 3.231], [-1.688, 2.573, 3.581], [-4.102, 2.900, 3.695], [-4.723, -1.356, 3.677], [-2.262, -1.705, 3.553], [5.394, 0.044, -0.891], [4.037, -0.148, -1.378], [3.020, -0.670, -0.644], [1.839, -0.720, -1.432], [0.634, -1.269, -0.992], [-0.558, -1.315, -1.807], [-1.037, -0.148, -2.454], [-2.166, -0.185, -3.272], [-2.819, -1.401, -3.517], [-2.347, -2.573, -2.910], [-1.256, -2.531, -2.043], [2.222, -0.192, -2.762], [1.648, -0.124, -4.024], [2.373, 0.429, -5.098], [3.705, 0.854, -4.938], [4.336, 0.712, -3.699], [3.588, 0.183, -2.661], [5.984, 0.519, -1.675], [5.387, 0.686, 0.001], [5.853, -0.918, -0.621], [3.183, -1.050, 0.362], [0.659, -1.800, -0.037], [-0.484, 0.788, -2.329], [-2.526, 0.736, -3.736], [-3.695, -1.431, -4.166], [-2.839, -3.527, -3.119], [-0.864, -3.452, -1.601], [0.639, -0.505, -4.187], [1.898, 0.534, -6.074], [4.244, 1.286, -5.784], [5.368, 1.018, -3.536]],
  "atomic_forces_ev_per_a": [[-0.47, -0.64, -0.05], [-0.19, 0.07, 0.10], [0.22, 0.24, 0.37], [0.18, 0.38, -0.81], [-1.54, -1.61, 0.45], [1.25, 0.10, -0.10], [-0.40, 0.13, 0.55], [-0.13, 0.01, -0.06], [0.14, -0.30, -0.08], [-0.93, 0.26, -0.23], [0.40, -0.12, 0.09], [0.16, 0.74, 0.47], [-0.04, 0.03, -0.94], [0.08, -0.76, 0.59], [0.16, 0.25, -0.10], [-0.10, 0.24, -0.09], [0.69, 0.78, -0.57], [0.46, 0.21, 0.52], [0.07, 0.35, -0.11], [-0.11, -0.30, -0.28], [0.10, -0.32, 0.04], [0.20, 0.08, 0.08], [-0.02, 0.01, -0.19], [0.32, 0.03, 0.43], [-1.37, -0.67, 1.56], [1.30, 0.36, -1.03], [-1.02, -0.17, -0.14], [1.54, -0.03, -0.28], [-1.29, 0.07, -0.89], [0.22, -0.19, 0.07], [0.10, -0.21, 0.08], [0.31, 0.05, 0.37], [0.05, 0.15, 0.00], [0.42, 0.31, 0.15], [1.00, 0.10, 0.04], [-0.23, 0.22, -0.65], [0.17, -0.15, 0.47], [-0.32, -0.09, 0.29], [-0.14, 0.11, -0.30], [-0.67, -0.21, -0.13], [-0.06, -0.11, 0.23], [-0.02, -0.13, -0.33], [-0.20, 0.27, -0.19], [-0.10, 0.35, -0.19], [-0.18, 0.21, -0.14], [-0.34, -0.28, 0.12], [0.13, -0.32, 0.17], [0.28, -0.01, 0.18], [0.19, 0.34, 0.13], [-0.30, 0.31, -0.06], [0.33, 0.28, -0.03], [0.12, -0.14, 0.33], [-0.18, -0.15, 0.32], [-0.22, -0.09, -0.23]],
  "total_charge": 0,
  "energy_ev": -58955.3234
}



2.
{
  "formula": "C29H72O19S10",
  "method": "ωB97M-V with the def2-TZVPD basis set",
  "elements": ["C", "C", "O", "C", "O", "O", "H", "H", "H", "H", "C", "C", "O", "C", "O", "O", "H", "H", "H", "H", "C", "C", "O", "C", "O", "O", "H", "H", "H", "H", "C", "S", "O", "C", "H", "H", "H", "H", "H", "H", "C", "S", "O", "C", "H", "H", "H", "H", "H", "H", "C", "S", "O", "C", "H", "H", "H", "H", "H", "H", "C", "S", "O", "C", "H", "H", "H", "H", "H", "H", "C", "S", "O", "C", "H", "H", "H", "H", "H", "H", "C", "S", "O", "C", "H", "H", "H", "H", "H", "H", "C", "S", "O", "C", "H", "H", "H", "H", "H", "H", "C", "S", "O", "C", "H", "H", "H", "H", "H", "H", "C", "S", "O", "C", "H", "H", "H", "H", "H", "H", "C", "S", "O", "C", "H", "H", "H", "H", "H", "H"],
  "xyz": [[9.286, -12.383, 15.352], [9.598, -13.351, 14.188], [9.644, -14.606, 14.849], [9.216, -14.493, 16.111], [9.197, -15.347, 16.932], [8.676, -13.240, 16.289], [8.629, -11.616, 14.944], [10.169, -11.877, 15.715], [10.566, -13.170, 13.719], [8.881, -13.271, 13.371], [11.076, -17.492, 18.865], [9.952, -17.101, 19.790], [10.229, -17.905, 20.930], [10.705, -19.083, 20.482], [10.761, -20.105, 21.079], [11.240, -18.887, 19.234], [12.032, -17.040, 19.132], [10.796, -17.288, 17.835], [8.944, -17.221, 19.381], [9.936, -16.110, 20.248], [11.227, -15.814, 23.341], [11.269, -14.612, 24.290], [11.583, -15.246, 25.529], [11.204, -16.537, 25.493], [11.109, -17.255, 26.434], [10.888, -16.906, 24.216], [12.200, -16.055, 22.916], [10.383, -15.734, 22.663], [10.348, -14.038, 24.375], [12.097, -14.008, 23.914], [5.534, -18.645, 20.000], [4.200, -17.427, 19.761], [3.046, -17.816, 20.613], [4.957, -15.988, 20.521], [6.270, -18.564, 19.196], [5.098, -19.637, 19.943], [6.045, -18.392, 20.929], [4.210, -15.194, 20.536], [5.774, -15.645, 19.887], [5.298, -16.148, 21.545], [3.496, -12.309, 18.856], [4.058, -11.757, 20.484], [2.881, -12.038, 21.376], [4.063, -9.973, 20.217], [4.249, -11.982, 18.133], [2.502, -11.937, 18.617], [3.491, -13.396, 18.791], [4.816, -9.772, 19.444], [4.506, -9.431, 21.050], [3.105, -9.618, 19.849], [6.073, -19.395, 25.091], [6.087, -17.624, 24.789], [6.465, -17.030, 26.113], [7.668, -17.625, 23.896], [5.991, -19.943, 24.150], [5.207, -19.617, 25.710], [7.000, -19.682, 25.585], [7.788, -18.376, 23.114], [8.396, -17.759, 24.696], [7.893, -16.675, 23.406], [7.592, -13.753, 19.415], [8.147, -13.556, 21.115], [8.648, -14.853, 21.704], [9.659, -12.578, 21.021], [7.978, -13.011, 18.716], [6.512, -13.699, 19.247], [7.822, -14.758, 19.053], [10.315, -12.955, 20.235], [10.105, -12.666, 22.006], [9.474, -11.541, 20.738], [11.214, -10.495, 25.085], [10.619, -9.004, 24.253], [11.572, -7.861, 24.447], [10.917, -9.554, 22.523], [12.277, -10.390, 25.340], [11.224, -11.347, 24.412], [10.682, -10.713, 26.003], [9.964, -9.516, 22.002], [11.305, -10.567, 22.541], [11.639, -8.851, 22.115], [11.469, -10.073, 16.664], [11.454, -9.501, 18.388], [10.164, -9.910, 19.010], [12.625, -10.770, 18.973], [10.829, -9.397, 16.105], [11.153, -11.101, 16.643], [12.514, -10.100, 16.357], [12.007, -11.671, 18.962], [12.957, -10.484, 19.968], [13.509, -11.005, 18.380], [7.167, -10.391, 17.850], [6.267, -9.355, 16.654], [4.998, -8.972, 17.339], [5.711, -10.727, 15.623], [6.385, -10.903, 18.410], [7.802, -9.752, 18.460], [7.800, -11.173, 17.431], [6.473, -11.464, 15.342], [5.203, -10.455, 14.699], [5.005, -11.359, 16.171], [4.118, -15.910, 14.773], [4.808, -15.987, 16.451], [5.131, -14.603, 16.927], [6.355, -16.801, 16.128], [3.608, -16.838, 14.529], [4.888, -15.628, 14.056], [3.380, -15.109, 14.830], [7.001, -16.413, 15.339], [6.234, -17.873, 15.965], [6.869, -16.669, 17.083], [15.217, -13.289, 19.725], [13.991, -13.206, 21.077], [12.685, -13.831, 20.684], [14.774, -14.435, 22.162], [16.223, -13.312, 20.144], [15.060, -12.437, 19.076], [15.100, -14.257, 19.233], [15.682, -14.089, 22.650], [14.924, -15.354, 21.596], [14.035, -14.644, 22.933], [6.793, -13.615, 24.152], [7.528, -12.734, 25.549], [8.806, -12.247, 24.900], [6.404, -11.323, 25.559], [7.438, -14.428, 23.846], [6.811, -12.778, 23.453], [5.739, -13.839, 24.318], [6.922, -10.604, 26.192], [5.479, -11.616, 26.055], [6.219, -10.974, 24.546]],
  "atomic_forces_ev_per_a": [[-0.08, -0.01, -2.06], [0.72, 0.92, 0.05], [0.27, -0.63, -0.25], [-1.11, 0.58, -0.10], [0.21, -0.15, -0.04], [0.50, -0.03, 0.61], [-0.40, -0.01, 0.60], [-0.14, -0.48, 0.19], [0.09, -0.02, 0.24], [-0.41, -0.61, 0.32], [-0.01, -0.05, 0.73], [0.20, 1.67, 1.06], [-0.98, -1.06, 0.24], [0.97, 0.34, -0.45], [-0.17, -0.02, 0.02], [-0.59, -0.20, -0.53], [-0.16, 0.45, -0.16], [0.27, -0.64, -0.17], [0.09, -0.68, 0.00], [0.34, 0.27, -0.74], [-1.20, -0.31, 0.59], [0.65, -0.81, -0.92], [0.27, 0.54, 0.35], [-0.61, -0.49, -0.56], [0.24, 0.04, 0.08], [0.35, 0.33, 0.76], [-0.13, 0.22, -0.40], [0.51, 0.06, -0.58], [-0.03, -0.02, -0.01], [-0.06, 0.47, 0.66], [0.33, 0.78, 0.03], [-0.44, -0.02, -0.33], [0.28, -0.16, 0.09], [0.25, 0.22, 0.07], [-0.13, 0.18, -0.10], [-0.11, 0.01, 0.33], [-0.12, -0.53, 0.20], [-0.18, -0.15, -0.07], [0.09, -0.16, 0.01], [0.00, -0.26, -0.05], [0.73, 0.25, -0.39], [-1.36, -0.06, 0.47], [0.72, -0.04, -0.01], [1.22, -0.15, -1.00], [-0.25, 0.12, -0.09], [0.04, 0.25, 0.15], [0.04, -0.03, 0.41], [-0.40, -0.15, -0.24], [-0.68, -0.28, 0.54], [-0.13, 0.06, 0.33], [-0.12, -0.26, -0.37], [0.89, -0.02, 0.31], [-0.45, 0.18, -0.38], [0.33, 0.18, -0.21], [-0.08, 0.09, -0.02], [0.05, 0.03, 0.08], [-0.01, 0.14, 0.14], [-0.24, -0.25, 0.22], [0.08, -0.20, -0.10], [-0.38, 0.18, 0.20], [-0.03, -0.49, -1.13], [-0.23, 0.63, 1.20], [-0.46, -0.14, -0.74], [-0.20, 0.12, -1.30], [0.51, -0.08, 0.27], [-0.09, 0.25, 0.89], [0.58, 0.13, 0.06], [0.13, -0.39, 0.29], [-0.04, -0.02, 0.04], [-0.31, 0.01, 0.28], [1.40, -0.26, 0.10], [0.06, 0.40, -0.40], [-0.16, -0.59, 0.24], [-0.19, -0.11, 0.66], [-0.10, 0.55, -0.02], [-0.68, -0.08, 0.09], [-0.33, 0.06, -0.17], [0.10, 0.02, -0.19], [0.06, -0.02, -0.28], [-0.05, 0.06, -0.03], [0.49, 0.22, 0.78], [0.71, -0.26, -0.09], [-0.07, 0.01, -0.21], [-0.23, -0.22, -0.05], [0.10, -0.14, -0.29], [-0.25, -0.08, 0.31], [-0.07, 0.54, -0.29], [0.06, -0.04, 0.48], [-0.25, -0.17, 0.14], [-0.09, 0.60, -0.36], [-0.07, -0.10, -0.05], [-0.47, -0.94, -0.20], [0.36, 0.45, 0.07], [0.00, -1.47, -0.56], [0.05, 0.15, 0.23], [-0.20, 0.01, 0.19], [-0.01, 0.25, -0.43], [0.37, 0.48, 0.08], [0.09, 0.64, 0.16], [-0.05, 0.47, 0.36], [0.26, 0.68, 0.32], [-0.64, -0.13, 0.07], [0.11, -0.12, -0.46], [0.68, -0.35, 0.31], [0.19, -0.13, 0.01], [-0.04, -0.13, -0.10], [-0.04, -0.05, -0.03], [-0.32, 0.37, -0.06], [-0.32, 0.04, 0.01], [0.17, -0.09, -0.10], [-0.29, -0.85, 0.43], [0.18, -0.06, 0.66], [0.66, 0.14, -0.37], [-0.38, -0.11, -0.14], [-0.07, 0.42, 0.16], [0.08, -0.08, -0.17], [-0.26, 0.18, -0.27], [0.08, 0.16, -0.25], [0.14, 0.04, -0.03], [-0.04, 0.08, 0.03], [-0.65, 1.35, 0.44], [0.49, -0.36, -0.59], [-0.26, 0.06, 0.41], [0.15, -0.47, 0.37], [-0.10, -0.14, 0.08], [0.11, -0.44, -0.52], [0.15, -0.50, 0.16], [-0.10, 0.26, -0.21], [-0.04, -0.03, -0.08], [0.11, 0.17, 0.02]],
  "total_charge": 0,
  "energy_ev": -178486.0258
}



3.
{
  "formula": "C37H42AgO5S",
  "method": "ωB97M-V with the def2-TZVPD basis set",
  "elements": ["Ag", "C", "C", "C", "O", "C", "C", "O", "C", "O", "C", "C", "C", "C", "C", "C", "C", "C", "C", "C", "C", "C", "C", "O", "C", "C", "C", "C", "C", "C", "C", "C", "C", "C", "C", "C", "H", "H", "H", "H", "H", "H", "H", "H", "H", "H", "H", "H", "H", "H", "H", "H", "H", "H", "H", "H", "H", "H", "H", "H", "H", "H", "H", "H", "C", "C", "C", "S", "O", "C", "C", "C", "H", "H", "H", "H", "H", "H", "H", "H", "H", "H", "H", "H", "H", "H"],
  "xyz": [[-0.442, 0.136, 0.087], [1.839, -4.270, -4.867], [1.479, -2.863, -4.380], [1.560, -1.876, -5.572], [2.336, -2.489, -3.339], [1.614, -1.494, -2.623], [0.149, -2.050, -2.650], [0.176, -2.845, -3.843], [-0.632, -2.777, -1.469], [-1.138, -1.865, -0.610], [0.065, -3.921, -0.735], [0.966, -4.806, -1.305], [1.422, -5.911, -0.607], [1.008, -6.139, 0.692], [0.130, -5.248, 1.284], [-0.346, -4.164, 0.573], [-1.822, -3.486, -2.193], [-3.105, -3.004, -1.969], [-4.209, -3.576, -2.578], [-4.048, -4.651, -3.434], [-2.776, -5.157, -3.646], [-1.677, -4.586, -3.030], [2.272, -0.897, -1.344], [1.510, 0.167, -0.987], [2.560, -1.936, -0.254], [2.181, -1.708, 1.059], [2.518, -2.596, 2.064], [3.279, -3.715, 1.778], [3.690, -3.938, 0.475], [3.329, -3.062, -0.532], [3.695, -0.361, -1.660], [4.618, -0.935, -2.524], [5.867, -0.364, -2.702], [6.221, 0.792, -2.029], [5.309, 1.371, -1.162], [4.070, 0.790, -0.977], [2.776, -4.242, -5.411], [1.041, -4.634, -5.506], [1.946, -4.943, -4.023], [2.601, -1.720, -5.850], [1.116, -0.923, -5.295], [1.007, -2.288, -6.412], [1.572, -0.600, -3.274], [-0.517, -1.197, -2.837], [1.337, -4.628, -2.296], [2.112, -6.599, -1.078], [1.373, -6.998, 1.241], [-0.188, -5.408, 2.306], [-1.047, -3.471, 1.013], [-3.206, -2.178, -1.280], [-5.202, -3.194, -2.368], [-4.908, -5.108, -3.911], [-2.646, -6.017, -4.293], [-0.704, -5.008, -3.207], [1.597, -0.813, 1.287], [2.192, -2.409, 3.078], [3.554, -4.406, 2.564], [4.296, -4.804, 0.244], [3.637, -3.273, -1.542], [4.362, -1.822, -3.081], [6.577, -0.833, -3.374], [7.199, 1.236, -2.174], [5.567, 2.277, -0.629], [3.339, 1.229, -0.315], [0.022, 4.752, -2.973], [-0.691, 5.229, -1.712], [-1.748, 4.241, -1.250], [-0.927, 2.600, -0.810], [-1.745, 2.139, 0.338], [-1.486, 1.671, -2.303], [-2.732, 0.842, -2.056], [-4.017, 1.656, -1.977], [0.737, 5.498, -3.313], [-0.694, 4.586, -3.775], [0.556, 3.825, -2.785], [-1.159, 6.199, -1.906], [0.040, 5.370, -0.914], [-2.506, 4.085, -2.013], [-2.226, 4.577, -0.333], [-0.637, 1.018, -2.514], [-1.613, 2.368, -3.129], [-2.594, 0.290, -1.121], [-2.824, 0.099, -2.853], [-4.013, 2.299, -1.099], [-4.864, 0.978, -1.908], [-4.149, 2.276, -2.866]],
  "atomic_forces_ev_per_a": [[0.45, -1.03, -0.06], [-0.17, 0.45, 0.40], [0.14, -0.12, -0.84], [-0.02, -0.17, 0.54], [0.09, -0.37, 0.05], [-0.36, 0.68, -0.01], [-0.13, 0.32, 0.45], [0.31, -0.13, -0.08], [-0.08, 0.02, -0.56], [-0.02, 0.58, 0.36], [0.06, -0.06, 0.18], [-0.08, -0.10, 0.03], [-0.02, -0.22, -0.03], [0.03, -0.22, 0.01], [-0.06, -0.14, 0.09], [-0.01, 0.11, 0.03], [-0.17, 0.05, 0.01], [0.18, 0.19, 0.15], [-0.20, -0.08, -0.07], [-0.22, -0.06, 0.00], [0.00, -0.17, -0.12], [-0.18, -0.14, -0.03], [0.21, -0.35, -0.36], [-0.60, 0.24, 0.41], [-0.07, 0.05, 0.19], [-0.30, 0.36, -0.11], [0.06, 0.03, 0.14], [0.08, 0.03, 0.12], [0.10, 0.04, 0.04], [0.07, -0.05, 0.19], [-0.07, 0.19, -0.15], [0.01, -0.06, -0.15], [0.23, 0.00, -0.08], [0.20, 0.05, -0.04], [0.10, 0.00, 0.05], [-0.15, 0.15, 0.04], [0.14, -0.01, -0.16], [-0.07, -0.06, -0.17], [0.03, -0.11, 0.03], [0.06, -0.02, -0.07], [0.00, 0.06, -0.07], [-0.05, 0.00, -0.10], [0.02, -0.14, 0.21], [0.06, -0.10, 0.06], [0.03, 0.09, -0.15], [0.10, -0.01, -0.05], [0.02, -0.01, 0.02], [-0.05, 0.02, 0.06], [-0.02, 0.09, 0.02], [0.03, 0.05, 0.02], [-0.01, 0.05, -0.02], [0.01, 0.01, -0.01], [0.04, -0.01, -0.02], [0.10, -0.08, 0.01], [0.20, -0.20, -0.07], [-0.04, 0.01, 0.09], [0.00, -0.06, 0.05], [-0.01, -0.09, -0.05], [0.04, 0.03, -0.10], [0.02, -0.03, 0.01], [0.00, 0.00, -0.05], [0.01, -0.01, -0.02], [0.01, 0.05, 0.05], [-0.05, 0.04, 0.01], [-0.04, 0.26, 0.15], [0.00, -0.02, -0.20], [0.64, -0.33, 0.09], [-0.41, 1.87, -1.68], [-0.56, -0.84, 1.33], [0.37, -0.28, 0.04], [-0.21, 0.16, 0.22], [0.14, -0.06, 0.00], [0.11, -0.01, -0.05], [-0.08, -0.07, -0.15], [0.13, -0.14, -0.07], [0.00, 0.00, 0.09], [0.01, 0.06, 0.05], [-0.09, -0.10, -0.04], [-0.01, -0.19, 0.16], [0.09, -0.02, -0.09], [0.07, 0.14, -0.02], [-0.13, -0.15, -0.24], [0.18, -0.02, 0.07], [-0.05, 0.05, 0.05], [-0.15, 0.03, 0.04], [-0.04, 0.04, -0.06]],
  "total_charge": -1,
  "energy_ev": -64122.1245
}



What are the HOMO-LUMO gap values for these records? In order: 2.9, 7.9, 6.9 eV.
What are the strongest force on any atom values for these records? In order: 2.3, 2.1, 2.6 eV/A.
What are the HOMO level values for these records? In order: -5.7059, -8.4777, -4.4900 eV.